# C31H54ClIN4O10S6

C31H54ClIN4O10S6 as an isolated structure (ωB97M-V/def2-TZVPD, the OMol25 dataset).

```
! RIJCOSX wB97M-V def2-TZVPD def2/J DEFGRID3
* xyz 0 1
C -8.0418 -1.6807 1.8290
C -6.8957 -2.6621 2.0329
C -5.8787 -2.7054 0.8769
I -6.4618 -4.1266 -0.6457
C -4.4459 -2.8964 1.2843
C -4.0191 -3.9969 2.1405
C -5.0265 -5.0363 2.5679
C -4.6352 -6.5012 2.2511
N -5.7575 -7.3205 1.7975
C -2.7120 -4.0602 2.5256
Cl -2.0996 -5.2606 3.6210
C -1.7548 -3.1150 2.0804
N -0.4555 -3.0589 2.3561
S 0.1485 -1.8029 1.5612
N -1.1953 -1.2644 0.8372
C -2.1665 -2.0880 1.2068
C -3.5323 -1.9911 0.8124
N -3.8821 -0.9209 -0.0848
H -7.6886 -0.6556 1.8640
H -8.6212 -1.8808 0.9344
H -8.7198 -1.8201 2.6698
H -7.3467 -3.6442 2.1409
H -6.3973 -2.4680 2.9804
H -5.9393 -1.7461 0.3844
H -5.9107 -4.8752 1.9749
H -5.3042 -4.9056 3.6128
H -3.8325 -6.5209 1.5193
H -4.2389 -6.9914 3.1312
H -6.3971 -7.4581 2.5723
H -6.3016 -6.8065 1.1106
H -3.5917 -1.2140 -1.0135
H -3.3093 -0.1180 0.1502
C 4.0149 1.4198 1.1489
C 4.1108 2.3099 -0.0969
C 2.8512 2.0583 -0.9369
S 1.5667 1.5734 0.2203
O 1.1931 0.2044 -0.0484
O 0.5701 2.6086 0.3105
C 2.5957 1.6013 1.6836
H 4.7627 1.6876 1.8930
H 4.1776 0.3764 0.8716
H 4.1479 3.3596 0.2004
H 5.0119 2.1015 -0.6694
H 2.5236 2.9471 -1.4698
H 2.9905 1.2374 -1.6378
H 2.2783 0.8143 2.3645
H 2.4647 2.5769 2.1521
C 5.6954 4.9529 4.0748
C 6.8494 5.9449 3.8768
C 7.5971 5.5316 2.6022
S 6.3856 4.7148 1.5566
O 6.7640 3.3300 1.4094
O 6.1037 5.5362 0.4060
C 5.0219 4.8200 2.7122
H 4.9929 5.2946 4.8329
H 6.0887 3.9845 4.3918
H 6.4467 6.9523 3.7574
H 7.5199 5.9603 4.7342
H 8.0030 6.3850 2.0651
H 8.3879 4.8133 2.8105
H 4.3987 3.9343 2.6186
H 4.4483 5.7121 2.4619
C -1.3285 -3.6676 -1.7411
C -0.8953 -4.8576 -0.8746
C -1.8484 -6.0187 -1.1828
S -2.4064 -5.7732 -2.8743
O -3.8216 -5.5077 -2.8595
O -1.8474 -6.7934 -3.7230
C -1.5410 -4.2286 -3.1439
H -0.5855 -2.8707 -1.7369
H -2.2667 -3.2568 -1.3584
H 0.1282 -5.1398 -1.1297
H -0.9110 -4.6136 0.1856
H -1.3589 -6.9867 -1.1147
H -2.7286 -6.0019 -0.5407
H -2.1412 -3.5894 -3.7871
H -0.5924 -4.4624 -3.6261
C 9.6729 4.4025 -2.8397
C 8.7186 4.5651 -1.6478
C 7.5328 3.6235 -1.8784
S 8.1576 2.2632 -2.8703
O 7.5100 2.2923 -4.1577
O 8.1869 1.0590 -2.0796
C 9.8218 2.8992 -3.0529
H 10.6367 4.8755 -2.6560
H 9.2357 4.8624 -3.7285
H 9.2358 4.2856 -0.7263
H 8.3807 5.5939 -1.5350
H 7.1397 3.2276 -0.9471
H 6.7384 4.1081 -2.4430
H 10.2047 2.6301 -4.0344
H 10.4333 2.4452 -2.2737
C -6.4835 2.0580 -3.7408
C -5.1775 1.6491 -3.0454
C -5.3180 2.0048 -1.5603
S -7.0732 1.9190 -1.1890
O -7.5413 3.2377 -0.8476
O -7.3261 0.7911 -0.3309
C -7.6077 1.5331 -2.8533
H -6.5504 1.6518 -4.7489
H -6.5414 3.1463 -3.8112
H -5.0301 0.5723 -3.1539
H -4.3130 2.1441 -3.4854
H -4.7947 1.3039 -0.9153
H -4.9876 3.0209 -1.3534
H -8.5706 2.0028 -3.0393
H -7.6976 0.4495 -2.9255
*
```

## Properties
- LUMO: -0.6 eV
- Orbital gap: 7.938 eV
- HOMO: -0.3148 Eh
- Molecular weight: 997.6 g mol⁻¹

Results of the Löwdin charge analysis, in e, for atoms 1 through 99: number 1, C, carries -0.101; number 2, C, carries -0.313; number 3, C, carries -0.645; number 4, I, carries 0.943; number 5, C, carries -0.175; number 6, C, carries -0.171; number 7, C, carries -0.169; number 8, C, carries -0.297; number 9, N, carries -0.001; number 10, C, carries -0.532; number 11, Cl, carries 0.754; number 12, C, carries -0.422; number 13, N, carries -0.228; number 14, S, carries 1.046; number 15, N, carries -0.178; number 16, C, carries -0.335; number 17, C, carries -0.207; number 18, N, carries 0.100; number 19, H, carries 0.065; number 20, H, carries 0.072; number 21, H, carries 0.073; number 22, H, carries 0.073; number 23, H, carries 0.119; number 24, H, carries 0.048; number 25, H, carries 0.011; number 26, H, carries 0.131; number 27, H, carries 0.088; number 28, H, carries 0.082; number 29, H, carries 0.066; number 30, H, carries 0.018; number 31, H, carries 0.093; number 32, H, carries 0.081; number 33, C, carries -0.212; number 34, C, carries -0.208; number 35, C, carries -0.201; number 36, S, carries 0.662; number 37, O, carries -0.406; number 38, O, carries -0.318; number 39, C, carries -0.225; number 40, H, carries 0.098; number 41, H, carries 0.126; number 42, H, carries 0.098; number 43, H, carries 0.110; number 44, H, carries 0.105; number 45, H, carries 0.108; number 46, H, carries 0.100; number 47, H, carries 0.097; number 48, C, carries -0.211; number 49, C, carries -0.208; number 50, C, carries -0.213; number 51, S, carries 0.656; number 52, O, carries -0.316; number 53, O, carries -0.315; number 54, C, carries -0.220; number 55, H, carries 0.118; number 56, H, carries 0.122; number 57, H, carries 0.119; number 58, H, carries 0.116; number 59, H, carries 0.105; number 60, H, carries 0.107; number 61, H, carries 0.082; number 62, H, carries 0.116; number 63, C, carries -0.218; number 64, C, carries -0.195; number 65, C, carries -0.202; number 66, S, carries 0.656; number 67, O, carries -0.358; number 68, O, carries -0.323; number 69, C, carries -0.222; number 70, H, carries 0.115; number 71, H, carries 0.099; number 72, H, carries 0.123; number 73, H, carries 0.088; number 74, H, carries 0.106; number 75, H, carries 0.088; number 76, H, carries 0.107; number 77, H, carries 0.108; number 78, C, carries -0.219; number 79, C, carries -0.216; number 80, C, carries -0.234; number 81, S, carries 0.660; number 82, O, carries -0.322; number 83, O, carries -0.325; number 84, C, carries -0.231; number 85, H, carries 0.114; number 86, H, carries 0.119; number 87, H, carries 0.117; number 88, H, carries 0.111; number 89, H, carries 0.056; number 90, H, carries 0.111; number 91, H, carries 0.107; number 92, H, carries 0.107; number 93, C, carries -0.220; number 94, C, carries -0.212; number 95, C, carries -0.217; number 96, S, carries 0.664; number 97, O, carries -0.317; number 98, O, carries -0.326; number 99, C, carries -0.228

=====

# C2H3Cl2NOS

One molecule with the formula C2H3Cl2NOS (ωB97M-V/def2-TZVPD, the OMol25 dataset).

```
! RIJCOSX wB97M-V def2-TZVPD def2/J DEFGRID3
* xyz 0 1
C -1.5217 -0.0796 0.3455
C 0.8316 0.0126 0.4480
N -0.3400 0.0650 -0.2403
O -1.7032 -0.1988 1.5184
S 2.0475 1.1407 -0.0538
Cl -2.8623 -0.0839 -0.8380
Cl 1.5042 -1.8783 0.0024
H 0.6567 0.1429 1.4687
H -0.3621 -0.2092 -1.2188
H 1.7495 1.0886 -1.4322
*
```

## Properties
- SMILES: O=C(Cl)N[C@H](S)Cl
- LUMO: -0.1 eV
- Orbital gap: 10.044 eV
- HOMO: -0.3722 Eh
- Energy above the lowest of the compared OMol25 structures with the same formula, charge and spin: 46.3 kJ/mol
- Molecular weight: 160.0 g mol⁻¹

For reference, the natural (NBO) charges in units of e are: number 1, C, carries 0.674; number 2, C, carries -0.072; number 3, N, carries -0.657; number 4, O, carries -0.542; number 5, S, carries 0.101; number 6, Cl, carries -0.072; number 7, Cl, carries -0.247; number 8, H, carries 0.253; number 9, H, carries 0.427; number 10, H, carries 0.135

=====

# C21H26FeNO2

C21H26FeNO2 as an isolated structure (ωB97M-V/def2-TZVPD, the OMol25 dataset).

```
! RIJCOSX wB97M-V def2-TZVPD def2/J DEFGRID3
* xyz -1 5
C 3.0109 1.0404 5.5413
O 2.2005 2.0693 4.9047
C 1.2754 1.6579 3.9852
C 0.7730 2.6665 3.1389
C 0.1023 2.2853 1.9907
C -0.0276 0.9423 1.6255
C -0.6153 0.6320 0.2542
C -1.4345 -0.6041 0.0719
C -2.8317 -0.5690 0.4634
C -3.4343 -1.8486 0.1655
C -2.3859 -2.7217 -0.3156
C -1.1608 -1.9579 -0.3914
Fe -2.5468 -1.0865 -1.4378
C -1.9218 0.1465 -2.8831
C -3.2737 0.4370 -2.4059
C -4.0906 -0.7699 -2.6077
C -3.2174 -1.8040 -3.1681
C -1.8726 -1.2527 -3.2937
C 0.2606 -0.0371 2.5903
C 0.9351 0.2945 3.7596
H 3.7548 1.6055 6.1026
H 2.3851 0.4416 6.2206
H 3.5021 0.3906 4.7952
H 0.9529 3.7088 3.3861
H -0.2814 3.0351 1.3083
H -1.2865 1.5002 -0.0370
H -3.3229 0.2919 0.9306
H -4.4772 -2.1544 0.3645
H -2.4620 -3.8085 -0.5074
H -0.1719 -2.3006 -0.7128
H -1.1497 0.8850 -3.0840
H -3.6342 1.3831 -2.0424
H -5.1456 -0.8449 -2.4440
H -3.5327 -2.7774 -3.4927
H -1.0024 -1.7605 -3.6867
H 0.0089 -1.0817 2.3989
H 1.2258 -0.4569 4.5111
C 4.0180 0.3136 -2.6383
C 2.6541 -0.2325 -2.2705
O 2.9258 -1.5988 -1.9455
C 2.0518 0.6338 -1.1492
N 0.5555 0.4651 -0.7498
H 3.9478 1.3679 -2.8932
H 4.6803 0.2621 -1.7713
H 4.5073 -0.1936 -3.4851
H 2.0222 -0.2121 -3.1625
H 2.1454 -2.0303 -1.5512
H 2.7369 0.5567 -0.2887
H 2.1542 1.6859 -1.5547
H 0.2784 1.5688 -0.9686
H 0.2144 -0.1632 -1.5698
*
```

## Properties
- LUMO (spin up / spin down): 2.6 / 0.3 eV
- Orbital gap (spin up / spin down): 3.100 / 3.884 eV
- HOMO (spin up / spin down): -0.0200 / -0.1328 Eh
- Energy above the lowest of the compared OMol25 structures with the same formula, charge and spin: 0.0 kJ/mol
- Molecular weight: 380.3 g mol⁻¹

For reference, the natural (NBO) charges in units of e are: number 1, C, carries -0.259; number 2, O, carries -0.467; number 3, C, carries 0.259; number 4, C, carries -0.268; number 5, C, carries -0.234; number 6, C, carries 0.102; number 7, C, carries -0.105; number 8, C, carries -0.158; number 9, C, carries -0.261; number 10, C, carries -0.295; number 11, C, carries -0.299; number 12, C, carries -0.287; number 13, Fe, carries 0.016; number 14, C, carries -0.375; number 15, C, carries -0.283; number 16, C, carries -0.278; number 17, C, carries -0.317; number 18, C, carries -0.281; number 19, C, carries -0.290; number 20, C, carries -0.268; number 21, H, carries 0.194; number 22, H, carries 0.179; number 23, H, carries 0.191; number 24, H, carries 0.212; number 25, H, carries 0.205; number 26, H, carries 0.222; number 27, H, carries 0.216; number 28, H, carries 0.217; number 29, H, carries 0.213; number 30, H, carries 0.198; number 31, H, carries 0.215; number 32, H, carries 0.214; number 33, H, carries 0.208; number 34, H, carries 0.208; number 35, H, carries 0.209; number 36, H, carries 0.229; number 37, H, carries 0.207; number 38, C, carries -0.618; number 39, C, carries 0.064; number 40, O, carries -0.738; number 41, C, carries -0.320; number 42, N, carries -0.778; number 43, H, carries 0.213; number 44, H, carries 0.208; number 45, H, carries 0.218; number 46, H, carries 0.171; number 47, H, carries 0.474; number 48, H, carries 0.204; number 49, H, carries 0.152; number 50, H, carries 0.112; number 51, H, carries 0.450

=====

# CH14N2O4

A 5-piece molecular cluster, CH14N2O4 overall (ωB97M-V/def2-TZVPD, the OMol25 dataset).

```
! RIJCOSX wB97M-V def2-TZVPD def2/J DEFGRID3
* xyz 0 1
N -0.9142 1.7196 -0.6445
C -0.6106 0.6484 -1.6073
N 0.6326 0.9430 -2.3270
H -0.2276 1.8108 0.0978
H -0.8969 2.6599 -1.0283
H -0.8691 -0.1854 -0.9343
H -1.3632 0.7030 -2.4236
H 1.4270 0.5450 -1.8286
H 0.6782 0.4038 -3.1882
H 1.4464 -2.4153 3.1838
H 1.5779 -0.9855 2.6307
O 1.7545 -1.9094 2.4278
H -1.1960 -0.1150 1.9270
H -0.3979 -1.0281 1.0518
O -0.3184 -0.2072 1.5320
H 2.3213 -1.5272 -0.3209
H 3.5352 -1.5050 -1.3398
O 2.6881 -1.1469 -1.1245
H -2.5609 0.8850 0.6696
H -3.6055 0.7717 1.7754
O -3.3761 0.4249 0.9031
*
```

## Properties
- SMILES: NCN.O.O.O.O
- LUMO: 0.5 eV
- Orbital gap: 9.748 eV
- HOMO: -0.3399 Eh
- Energy above the lowest of the compared OMol25 structures with the same formula, charge and spin: 98.3 kJ/mol
- Molecular weight: 118.1 g mol⁻¹

For reference, the natural (NBO) charges in units of e are: number 1, N, carries -0.875; number 2, C, carries -0.067; number 3, N, carries -0.844; number 4, H, carries 0.364; number 5, H, carries 0.357; number 6, H, carries 0.168; number 7, H, carries 0.175; number 8, H, carries 0.376; number 9, H, carries 0.351; number 10, H, carries 0.472; number 11, H, carries 0.489; number 12, O, carries -0.961; number 13, H, carries 0.479; number 14, H, carries 0.478; number 15, O, carries -0.956; number 16, H, carries 0.491; number 17, H, carries 0.481; number 18, O, carries -0.968; number 19, H, carries 0.492; number 20, H, carries 0.460; number 21, O, carries -0.962